# 1
ORCA calculation (ωB97M-V/def2-TZVPD) on C5H10O3Pt as an isolated structure.

```
19
Properties=species:S:1:pos:R:3:forces:R:3:nbo_charge:R:1
H 2.874 1.900 0.689 -0.5 -0.5 0.5 0.171
Pt 0.144 -0.519 0.563 0.5 -10.4 5.1 0.963
H -2.747 -1.432 0.680 0.2 0.1 -0.2 0.185
C 2.485 0.879 0.531 2.1 -0.2 -0.4 0.142
C -1.249 -2.343 -0.625 -0.8 -0.7 -1.2 -0.105
H 4.434 0.080 0.343 -0.4 0.1 -0.4 0.208
C -2.242 -1.236 -0.281 -1.2 -0.6 -0.2 -0.117
H -1.560 1.976 0.224 -0.1 -0.3 0.0 0.219
C -2.257 1.145 0.070 -0.5 0.5 0.2 -0.251
O -1.487 -0.024 -0.156 -6.4 1.5 -3.3 -0.555
O -0.126 -2.293 0.193 -2.1 -3.6 -0.7 -0.738
H -3.004 -1.111 -1.066 0.2 -0.1 0.1 0.194
H -0.970 -2.229 -1.693 0.0 -0.1 0.3 0.161
C 3.368 -0.084 0.185 -0.4 0.5 -0.2 -0.561
H -1.791 -3.304 -0.540 0.2 0.2 0.0 0.180
H -2.896 1.018 0.957 0.2 0.0 -0.2 0.187
O 1.173 0.753 0.550 8.7 13.5 -0.5 -0.676
H -2.889 1.351 -0.806 0.2 -0.1 0.2 0.189
H 3.043 -0.980 -0.350 0.1 0.0 0.7 0.205
```
Forces are in eV/Å.

Its strongest force on any atom is 16.1 eV/A. The calculation puts the HOMO energy (alpha / beta) at -7.3 / -7.5 eV. The spin multiplicity is 3. The calculation puts the orbital gap (alpha / beta) at 7.82 / 7.66 eV. The calculation puts the LUMO energy (alpha / beta) at 0.537 / 0.196 eV.

---

# 2
ORCA calculation (ωB97M-V/def2-TZVPD) on C5H10O3Pt as an isolated structure.

```
19
Properties=species:S:1:pos:R:3:forces:R:3:nbo_charge:R:1
C 0.356 1.148 0.651 0.6 0.6 0.5 0.121
C -1.332 1.514 -1.057 -0.1 0.7 -0.5 -0.105
C -2.077 0.551 -1.981 -0.9 1.4 0.3 -0.126
O 1.158 -1.071 0.581 1.1 -0.3 1.0 -0.546
C 1.013 0.080 1.436 0.0 0.7 0.7 -0.167
H -2.407 1.140 -2.857 0.2 -0.4 0.2 0.219
H 1.329 -2.500 2.076 0.1 0.1 -0.2 0.209
O -0.720 0.686 -0.043 -1.2 2.4 1.5 -0.532
H 2.002 0.411 1.781 -0.2 -0.1 -0.1 0.238
H 2.875 -1.797 1.478 -0.3 0.0 -0.1 0.211
C 1.875 -2.144 1.192 0.5 -0.9 0.3 -0.258
H -0.531 2.038 -1.597 -0.2 -0.2 0.2 0.211
O -1.273 -0.523 -2.347 0.6 -1.1 0.4 -0.567
H 0.415 -0.231 2.313 0.1 0.0 -0.2 0.219
H -2.995 0.213 -1.461 0.4 -0.2 -0.3 0.211
H -1.995 2.238 -0.568 0.1 -0.2 -0.2 0.227
H 0.461 2.215 0.843 -0.1 -0.4 -0.1 0.220
H 1.960 -2.948 0.454 0.0 0.2 0.2 0.230
Pt -0.114 -1.022 -0.893 -0.7 -2.5 -3.7 0.986
```
Forces are in eV/Å.

Its strongest force on any atom is 4.4 eV/A. The calculation puts the HOMO energy (alpha / beta) at -12.5 / -14.3 eV. The total charge is +1. The spin multiplicity is 4. The calculation puts the orbital gap (alpha / beta) at 9.64 / 8.23 eV. The calculation puts the LUMO energy (alpha / beta) at -2.849 / -6.086 eV.

---

# 3
ORCA calculation (ωB97M-V/def2-TZVPD) on C5H10O4 as an isolated structure.

```
19
Properties=species:S:1:pos:R:3:forces:R:3:nbo_charge:R:1
C -0.733 -0.057 1.064 0.4 0.5 -0.8 0.621
H 3.243 -0.468 -0.539 0.0 0.0 0.0 0.214
O -1.342 0.661 1.978 0.1 0.1 -0.1 -0.653
H -0.997 1.580 1.749 -0.2 -0.3 0.0 0.526
C 0.060 0.703 0.120 0.2 0.0 0.8 0.355
O -0.740 -1.373 1.279 -0.2 0.2 -0.1 -0.649
C -1.681 0.170 -0.813 0.0 -0.1 0.4 -0.124
H 2.345 -0.660 0.971 0.0 0.0 0.0 0.202
C 2.449 -0.042 0.076 -0.1 0.0 0.0 -0.602
H -2.515 0.697 -0.347 0.0 -0.1 0.1 0.181
H -1.321 0.726 -1.673 0.2 0.0 0.1 0.200
O -1.927 -1.144 -1.192 -0.1 0.0 0.1 -0.709
H 2.748 0.958 0.387 0.0 0.0 0.0 0.227
H 0.822 -0.974 -1.031 0.0 0.0 0.0 0.198
C 1.133 0.025 -0.706 -0.1 0.0 -0.1 -0.463
H -2.523 -1.557 -0.553 0.1 0.1 -0.1 0.482
H -0.332 -1.826 0.528 0.0 0.1 0.0 0.505
O 0.048 1.957 0.313 -0.2 -0.4 -0.2 -0.743
H 1.263 0.623 -1.610 0.0 0.0 0.0 0.231
```
Forces are in eV/Å.

Its strongest force on any atom is 1.0 eV/A. The calculation puts the HOMO energy at -8.3 eV. The spin multiplicity is 1. The calculation puts the orbital gap at 8.71 eV. The calculation puts the LUMO energy at 0.432 eV.

---

# 4
ORCA calculation (ωB97M-V/def2-TZVPD) on one molecule with the formula C5H10O4S.

```
20
Properties=species:S:1:pos:R:3:forces:R:3:nbo_charge:R:1
H -0.098 1.799 -1.694 0.1 0.0 0.1 0.487
H 0.992 2.700 0.396 -0.1 0.0 0.0 0.475
O 1.695 -0.103 1.365 -0.3 0.2 -0.4 -0.667
C 0.353 -2.799 -0.952 0.0 0.2 0.7 -0.122
O 0.051 2.875 0.247 0.2 0.5 0.0 -0.721
H 0.466 -3.276 0.009 0.2 -0.1 0.1 0.168
O 1.072 -3.381 -1.934 0.1 -0.1 -0.4 -0.664
H -2.121 -0.314 0.029 0.0 -0.1 0.1 0.231
C -0.668 1.717 0.580 0.1 -0.4 -0.2 -0.078
H 0.950 -0.079 1.976 0.0 0.1 0.0 0.472
S -1.083 -1.932 -1.304 -0.4 0.0 -0.1 0.261
H -0.626 1.505 1.658 0.0 0.0 0.0 0.154
H -0.864 -1.179 0.955 -0.1 0.0 0.1 0.212
C -0.120 0.519 -0.247 -1.4 0.0 0.5 0.110
H 0.907 -2.920 -2.768 0.0 0.0 0.0 0.483
C 1.291 0.268 0.102 0.6 -0.6 0.3 0.072
H 1.989 -0.028 -0.662 0.1 0.0 -0.1 0.186
C -1.099 -0.691 0.011 0.8 0.4 -0.5 -0.543
H -1.707 1.920 0.307 0.1 -0.1 0.0 0.194
O -0.212 0.842 -1.615 0.0 0.1 -0.1 -0.710
```
Forces are in eV/Å.

Its strongest force on any atom is 1.5 eV/A. The calculation puts the HOMO energy (alpha / beta) at -6.8 / -7.6 eV. The spin multiplicity is 1. The calculation puts the orbital gap (alpha / beta) at 7.05 / 8.07 eV. The calculation puts the LUMO energy (alpha / beta) at 0.290 / 0.449 eV.

---

# 5
ORCA calculation (ωB97M-V/def2-TZVPD) on C5H10O4Yb as an isolated structure.

```
20
Properties=species:S:1:pos:R:3:forces:R:3:nbo_charge:R:1
H 1.920 1.533 1.993 0.0 0.1 -0.3 0.176
C 0.543 -1.343 -1.905 0.0 -0.1 0.0 -0.248
Yb -0.881 1.454 -0.923 -3.3 -0.8 0.6 1.644
H 0.921 -0.524 -2.526 0.1 -0.2 0.0 0.195
C 1.324 1.640 1.086 0.6 -0.6 0.9 -0.062
H 2.282 3.354 0.304 0.1 -0.5 -0.1 0.159
C -0.715 -1.520 0.152 -1.9 0.6 -0.5 -0.108
O 0.097 1.005 1.073 -3.2 -0.6 0.0 -0.696
H 1.360 -1.773 -1.309 -0.1 0.2 -0.3 0.192
C -0.588 -0.652 1.394 5.3 -0.9 0.1 -0.008
O -2.567 0.624 0.664 0.8 0.2 -1.1 -1.200
C 1.521 2.580 0.134 0.0 0.1 0.2 0.120
H -1.088 -1.122 2.255 -1.1 1.8 -0.3 0.230
H -1.761 -1.829 0.031 0.2 -0.2 0.3 0.194
O 0.709 2.734 -0.905 1.8 1.2 0.1 -0.938
H 0.080 -2.109 -2.540 0.3 0.1 0.1 0.185
H -0.074 -2.407 0.226 0.0 0.3 0.0 0.191
H 0.452 -0.857 1.704 -0.1 -0.1 0.1 0.163
O -0.449 -0.784 -1.049 0.8 -0.6 -0.1 -0.607
H -3.086 -0.003 0.139 -0.1 0.1 0.3 0.416
```
Forces are in eV/Å.

Its strongest force on any atom is 5.3 eV/A. The calculation puts the HOMO energy (alpha / beta) at -6.5 / -6.5 eV. The spin multiplicity is 1. The calculation puts the orbital gap (alpha / beta) at 6.22 / 6.22 eV. The calculation puts the LUMO energy (alpha / beta) at -0.271 / -0.271 eV.

---

# 6
ORCA calculation (ωB97M-V/def2-TZVPD) on C5H10O5 as an isolated structure.

```
20
Properties=species:S:1:pos:R:3:forces:R:3:nbo_charge:R:1
O 1.650 0.234 -1.121 1.1 -3.6 -5.3 -0.746
C 0.466 1.247 0.695 0.0 -2.1 3.9 0.140
O 0.825 -2.067 -0.477 -3.8 -2.7 -1.6 -0.795
H 1.172 -1.940 1.234 4.0 -5.5 7.4 0.150
H -2.447 -1.431 -0.220 -0.6 5.8 -1.8 0.450
O 0.565 2.331 -0.067 1.0 0.4 -5.5 -0.729
O -0.588 -0.846 1.038 1.1 -2.7 1.2 -0.548
C -0.966 0.506 0.767 6.5 -1.1 -4.1 0.041
H 1.737 -0.766 -1.702 -0.8 4.0 3.2 0.547
C 0.725 -1.296 0.759 -4.0 9.1 -9.4 0.380
H 0.895 1.949 -1.177 -1.3 1.3 4.9 0.498
H 0.742 1.560 1.966 -0.5 -0.9 -3.7 0.139
H -1.921 1.340 -0.706 -5.1 12.3 -1.5 0.158
C -1.569 0.537 -0.617 5.3 -10.1 -0.2 -0.036
H -0.911 0.445 -1.667 -0.8 -0.3 3.1 0.144
H -1.477 0.725 1.600 -2.7 1.5 2.3 0.200
H -0.010 -2.745 -0.625 3.1 2.7 0.9 0.489
C 1.515 0.109 0.185 -6.3 -1.6 3.0 0.057
H 2.274 0.369 0.749 4.7 0.5 2.3 0.158
O -2.678 -0.259 -0.615 -1.1 -6.9 1.1 -0.697
```
Forces are in eV/Å.

Its strongest force on any atom is 13.7 eV/A. The calculation puts the HOMO energy at -9.2 eV. The spin multiplicity is 1. The calculation puts the orbital gap at 9.45 eV. The calculation puts the LUMO energy at 0.215 eV.

---

# 7
ORCA calculation (ωB97M-V/def2-TZVPD) on one molecule with the formula C5H10OS.

```
17
Properties=species:S:1:pos:R:3:forces:R:3:nbo_charge:R:1
H -0.021 2.163 1.447 -0.4 0.7 0.3 0.237
H 0.564 -0.934 2.427 0.6 -1.3 -1.0 0.270
H -1.353 -1.191 -1.940 0.2 1.0 0.2 0.232
O 2.258 0.894 0.798 -5.8 -2.2 -0.8 -0.885
C 0.700 -1.375 1.378 -2.5 0.9 2.3 -0.850
C -0.396 0.823 -1.874 0.9 4.2 -1.6 -0.436
C -1.087 -0.300 -1.323 -3.3 -3.0 1.3 -0.434
S 0.698 0.296 0.674 6.1 0.8 0.3 1.608
H -1.276 0.883 1.606 -5.0 -1.3 -0.1 0.196
H -1.853 -0.248 -0.439 1.7 0.4 -1.6 0.228
H 1.544 -2.033 1.310 0.7 0.3 -0.5 0.259
C 0.365 -0.135 -1.108 1.9 -1.6 1.7 -0.429
H 1.082 -0.904 -1.525 -0.8 1.2 0.6 0.258
H -0.165 1.038 -2.938 -0.4 -0.8 0.7 0.242
H -0.259 -1.954 1.216 1.0 0.9 -0.3 0.238
H -0.461 1.818 -1.370 -0.4 -0.9 -0.2 0.238
C -0.340 1.159 1.662 5.5 0.7 -1.3 -0.973
```
Forces are in eV/Å.

Its strongest force on any atom is 6.3 eV/A. The calculation puts the HOMO energy at -8.5 eV. The spin multiplicity is 1. The calculation puts the orbital gap at 9.23 eV. The calculation puts the LUMO energy at 0.711 eV.

---

# 8
ORCA calculation (ωB97M-V/def2-TZVPD) on a 2-piece molecular cluster, C5H10OS2 overall.

```
18
Properties=species:S:1:pos:R:3:forces:R:3:nbo_charge:R:1
H -2.680 -1.602 -0.707 2.9 2.1 -1.5 0.222
H -0.558 1.463 -1.142 -1.6 2.8 -0.9 0.238
C -0.477 -0.464 -0.525 -0.7 -4.0 -1.5 -0.200
H -1.411 -2.072 -1.854 0.5 0.8 -0.7 0.236
H -1.196 2.410 1.740 1.2 -1.3 1.6 0.227
H -1.246 0.643 2.215 1.2 1.0 0.3 0.233
O 1.005 -0.158 -2.681 4.0 0.7 0.0 -0.656
S -0.321 -1.624 0.853 -1.6 -1.8 -1.2 -0.008
H 1.784 -0.293 -0.663 -2.1 0.2 -1.4 0.180
C 0.810 -0.035 -1.276 2.2 -1.5 2.2 0.091
C -0.089 0.928 -0.410 2.8 -1.2 -0.2 -0.451
H 2.503 -0.080 -3.001 -5.5 0.0 1.4 0.444
C -1.691 -1.115 -1.406 -2.6 1.7 2.0 -0.623
S 0.865 1.317 1.038 -1.5 1.3 0.5 0.222
C -0.567 1.557 2.241 -1.1 0.3 -2.3 -0.740
H 0.405 -1.052 1.731 1.3 1.2 0.9 0.122
H -2.144 -0.229 -2.074 1.1 -2.5 1.0 0.232
H -0.111 1.760 3.216 -0.5 0.2 -0.2 0.230
```
Forces are in eV/Å.

Its strongest force on any atom is 5.7 eV/A. The calculation puts the HOMO energy at -8.2 eV. The spin multiplicity is 1. The calculation puts the orbital gap at 7.11 eV. The calculation puts the LUMO energy at -1.061 eV.

---

# 9
ORCA calculation (ωB97M-V/def2-TZVPD) on one molecule with the formula C5H10OSi.

```
17
Properties=species:S:1:pos:R:3:forces:R:3:nbo_charge:R:1
H 2.409 -0.235 0.933 1.2 -0.3 0.3 0.446
O 1.547 -0.236 1.323 -2.3 0.9 -2.5 -0.716
H 2.346 -0.625 -1.259 -1.7 0.4 0.0 0.223
H 0.788 -0.185 -2.187 0.2 0.4 0.6 0.231
C 1.388 -0.002 -1.283 1.6 -2.4 -0.8 -0.447
H -1.244 1.538 -0.764 -0.5 1.0 -0.7 -0.188
Si -1.010 0.720 0.376 0.3 -1.3 1.3 1.126
H -2.919 -0.817 0.966 0.2 -0.4 0.5 0.215
C -2.085 -0.803 0.271 -0.5 2.5 1.9 -0.623
C 0.810 0.363 0.053 0.4 -2.2 4.0 -0.151
C -2.155 -1.585 -0.740 -1.2 -2.0 -0.5 -0.315
H -1.373 1.267 1.761 0.5 0.1 -0.9 -0.144
H -1.566 -1.539 -1.558 2.4 0.4 -2.4 0.170
H -2.842 -2.381 -0.874 -1.0 -0.6 0.4 0.183
H 1.103 2.202 -1.026 0.6 -1.0 0.1 0.217
H 2.636 1.608 -0.285 -0.7 -0.7 -0.2 0.229
C 1.641 1.282 -0.659 0.4 5.1 -0.9 -0.454
```
Forces are in eV/Å.

Its strongest force on any atom is 5.2 eV/A. The calculation puts the HOMO energy at -9.9 eV. The spin multiplicity is 1. The calculation puts the orbital gap at 10.77 eV. The calculation puts the LUMO energy at 0.910 eV.

---

# 10
ORCA calculation (ωB97M-V/def2-TZVPD) on C5H10P4 as an isolated structure.

```
19
Properties=species:S:1:pos:R:3:forces:R:3:nbo_charge:R:1
H -0.191 1.386 2.295 0.9 0.5 -0.8 -0.018
H -0.671 2.297 -0.796 0.5 0.4 0.6 0.243
H 0.722 -1.621 -1.785 0.2 0.0 -0.5 -0.029
C -0.155 1.341 -0.805 1.0 -0.5 -3.8 -0.517
H -2.699 1.715 -1.802 -0.2 -1.1 0.8 -0.048
P 1.009 1.991 1.641 -0.2 -1.2 1.1 0.336
P 1.664 -1.792 -0.748 0.1 0.4 -0.6 0.363
P -2.875 0.443 -1.025 0.6 1.3 -1.0 0.452
H -0.836 -2.849 1.381 -1.5 0.9 -0.8 -0.046
H 1.053 -2.976 -0.401 -0.2 -1.0 0.2 -0.026
H 1.831 0.944 2.158 0.1 0.7 0.7 -0.029
H 1.072 -0.907 1.441 -1.0 -0.3 -1.3 0.256
C -0.811 -0.803 0.207 -1.0 -2.4 0.6 -0.431
C 1.027 1.035 0.102 0.7 -3.2 -1.2 -0.496
C 0.638 -0.829 0.386 2.2 4.2 2.2 -0.531
C -1.244 0.291 -0.589 -0.8 1.7 -0.7 -0.402
H 0.283 1.343 -1.945 -1.3 -0.4 2.4 0.235
P -1.945 -2.020 0.679 2.7 -0.4 1.0 0.434
H 2.129 1.012 -0.393 -2.7 0.4 1.1 0.254
```
Forces are in eV/Å.

Its strongest force on any atom is 5.2 eV/A. The calculation puts the HOMO energy at -8.1 eV. The spin multiplicity is 1. The calculation puts the orbital gap at 6.70 eV. The calculation puts the LUMO energy at -1.390 eV.

---

# 11
ORCA calculation (ωB97M-V/def2-TZVPD) on one molecule with the formula C5H10S.

```
16
Properties=species:S:1:pos:R:3:forces:R:3:nbo_charge:R:1
H 0.190 0.421 1.438 -0.5 0.8 -1.1 0.209
H 2.240 -1.696 -0.644 0.2 0.2 0.1 0.210
C 0.706 -0.168 -0.545 2.8 0.2 0.7 -0.369
H -1.065 1.726 -1.128 -0.4 -0.1 0.0 0.222
H 1.729 -1.339 0.993 -0.1 -0.4 0.8 0.205
H 0.735 -2.256 -0.246 -1.2 -1.6 0.7 0.209
H -1.599 -1.060 1.524 1.0 -0.5 1.2 0.196
H 0.365 -0.359 -1.552 -0.7 0.1 -0.2 0.211
C -1.445 -0.548 0.612 -1.2 1.1 -0.5 -0.247
C 1.380 -1.469 -0.008 0.4 1.7 -1.9 -0.616
C -0.330 0.452 0.424 1.2 -1.6 0.6 -0.313
H 1.590 0.547 -0.678 -1.4 -0.4 0.2 0.198
H 0.287 2.386 -0.247 -1.3 -0.5 0.5 0.211
S -2.734 -0.802 -0.306 -0.2 0.1 -1.0 0.048
C -0.693 1.818 -0.110 2.7 -0.3 -1.5 -0.590
H -1.357 2.348 0.475 -1.4 1.2 1.3 0.213
```
Forces are in eV/Å.

Its strongest force on any atom is 3.1 eV/A. The calculation puts the HOMO energy at -8.6 eV. The spin multiplicity is 1. The calculation puts the orbital gap at 8.50 eV. The calculation puts the LUMO energy at -0.061 eV.

---

# 12
ORCA calculation (ωB97M-V/def2-TZVPD) on one molecule with the formula C5H10S.

```
16
Properties=species:S:1:pos:R:3:forces:R:3:nbo_charge:R:1
H -0.350 -3.085 0.579 0.3 -0.2 -0.3 0.214
H -2.022 -2.384 0.680 1.9 0.2 0.5 0.235
H -1.813 1.533 -0.968 -0.3 0.4 0.3 0.234
H 1.829 -1.303 0.521 -0.2 1.2 -0.9 0.214
C 0.411 0.159 -0.434 2.1 -0.4 0.5 -0.195
C -1.125 2.052 -0.304 0.3 1.2 -0.1 -0.652
H 2.241 -0.774 -1.178 -0.3 0.2 0.9 0.222
H -1.367 1.963 0.759 -0.5 -0.3 -0.2 0.220
C 0.232 1.482 -0.453 -0.2 -1.3 0.7 -0.171
H 1.106 2.094 -0.296 0.1 0.2 -0.1 0.200
H -0.575 -1.661 1.637 -0.5 -0.3 -0.8 0.227
H -1.082 3.136 -0.462 -0.4 -0.2 -0.4 0.211
C -0.888 -2.161 0.690 -1.7 0.8 0.3 -0.742
S -0.795 -1.028 -0.759 -1.3 -0.7 -0.3 0.216
H 2.405 0.401 0.198 0.1 -0.6 -0.1 0.208
C 1.795 -0.425 -0.209 0.6 -0.2 0.0 -0.640
```
Forces are in eV/Å.

Its strongest force on any atom is 2.2 eV/A. The calculation puts the HOMO energy at -8.2 eV. The spin multiplicity is 1. The calculation puts the orbital gap at 9.06 eV. The calculation puts the LUMO energy at 0.891 eV.